1.
28
Properties=species:S:1:pos:R:3 method="wB97M-V/def2-TZVPD" lumo_ev=-3.97 total_charge=+1 spin_multiplicity=1 homo_ev=-11.62
C -2.757 -1.487 -0.891
C -2.480 -0.394 -0.101
C -0.726 -0.852 -1.306
C 2.684 0.973 2.937
C 2.324 2.247 2.797
C 1.914 -0.049 2.297
C 0.568 2.937 1.071
C -0.503 2.326 0.271
C 1.247 2.062 1.808
C 1.068 0.678 1.591
C -0.432 1.007 0.151
C 0.659 -0.781 -1.767
C -1.475 -2.906 -2.503
N -1.627 -1.830 -1.556
N -1.175 -0.011 -0.377
H -3.619 -1.934 -1.212
H -2.958 -0.027 0.772
H 3.570 0.608 3.499
H 2.841 3.092 3.163
H 2.334 -1.031 2.367
H 0.760 4.002 1.131
H -1.032 3.055 -0.403
H 0.933 0.194 -2.273
H 1.337 -0.787 -0.845
H 1.002 -1.543 -2.437
H -2.306 -2.879 -3.158
H -0.615 -2.830 -3.047
H -1.536 -3.843 -1.979

=====

2.
12
Properties=species:S:1:pos:R:3 method="wB97M-V/def2-TZVPD" lumo_ev=1.12 spin_multiplicity=1 homo_ev=-9.57
C -1.523 2.161 -0.508
C 0.514 0.711 1.219
C -0.043 -1.660 0.059
C 0.499 -0.733 -1.053
C 0.301 -0.201 0.279
O -1.812 3.255 -0.505
H 1.035 1.715 1.111
H 0.334 0.396 2.302
H -1.157 -1.865 -0.176
H 0.582 -2.444 0.378
H 1.523 -1.036 -1.444
H -0.254 -0.299 -1.661

=====

The following largest force on an atom values (in Eh/bohr) correspond, in order, to the records above: 0.1034 0.0808.
The following ΔE to the lowest compared entry with this formula, charge and spin values (in eV) correspond, in order, to the records above: 4.504 2.638.